# 1
A 14-piece molecular cluster, C4H38N2O15 overall at a distorted geometry, computed with ωB97M-V/def2-TZVPD.

Computed properties:
Total energy (a.u.): -1412.9556
Multiplicity: 2
Highest occupied orbital energy (alpha / beta) (eV): -6.03 / -12.07
Charge: +1

Positions of all 59 atoms, in Å:
O 0.251 -1.206 0.960
C 1.074 -0.543 0.148
O 2.230 -0.836 -0.169
C 0.387 0.800 -0.201
C 0.938 1.416 -1.461
C 2.379 1.843 -1.388
N 3.458 0.831 -1.661
N -1.096 0.720 -0.161
H 2.707 -2.367 0.746
H 0.431 1.677 0.639
H 0.246 2.211 -1.800
H 0.786 0.741 -2.363
H 2.666 2.354 -0.480
H 2.659 2.791 -1.979
H 3.016 0.204 -2.366
H 4.281 1.362 -1.924
H 3.639 0.164 -0.912
H -1.357 0.574 0.885
H -1.557 1.567 -0.557
H -1.521 -0.128 -0.736
H -3.969 2.567 0.833
H -3.469 3.196 -0.496
O -3.278 2.538 0.193
H -1.624 -2.902 2.982
H -2.406 -4.055 2.624
O -1.947 -3.319 2.191
H 0.900 2.926 3.494
H -0.460 2.469 2.832
O 0.492 2.403 2.799
H -2.420 2.810 -2.743
H -1.364 2.665 -3.703
O -1.480 2.659 -2.690
H -2.073 -0.797 -4.722
H -1.399 0.384 -3.839
O -2.206 -0.026 -4.174
H 3.306 -3.722 1.453
H 0.917 -4.226 0.809
O 2.541 -3.197 1.208
H 0.551 -2.304 0.805
H -0.690 -3.758 1.217
O 0.184 -3.607 0.667
H -2.519 -0.693 1.897
H -4.071 -0.528 1.586
O -3.180 -0.472 1.217
H 0.608 -2.335 3.407
H 1.629 -3.056 3.899
O 0.945 -2.527 4.340
H -1.255 0.985 3.696
H -0.367 0.045 2.773
O -1.273 0.234 3.073
H -0.334 4.070 -1.928
H 0.548 4.990 -0.934
O 0.488 4.338 -1.606
H -3.293 -1.591 -0.592
H -2.123 -2.530 -0.278
O -2.375 -1.832 -0.874
H 3.298 -1.908 -1.493
H 3.815 -2.436 -2.825
O 3.737 -1.637 -2.317

Taken from the natural (NBO) analysis, the atomic charges in e are: number 1, O, carries -0.841; number 2, C, carries 0.528; number 3, O, carries -0.889; number 4, C, carries -0.162; number 5, C, carries -0.464; number 6, C, carries -0.243; number 7, N, carries -0.695; number 8, N, carries -0.777; number 9, H, carries 0.516; number 10, H, carries 0.148; number 11, H, carries 0.283; number 12, H, carries 0.191; number 13, H, carries 0.227; number 14, H, carries 0.239; number 15, H, carries 0.473; number 16, H, carries 0.425; number 17, H, carries 0.474; number 18, H, carries 0.479; number 19, H, carries 0.444; number 20, H, carries 0.474; number 21, H, carries 0.491; number 22, H, carries 0.474; number 23, O, carries -0.960; number 24, H, carries 0.495; number 25, H, carries 0.493; number 26, O, carries -0.936; number 27, H, carries 0.487; number 28, H, carries 0.465; number 29, O, carries -0.960; number 30, H, carries 0.487; number 31, H, carries 0.500; number 32, O, carries -0.968; number 33, H, carries 0.490; number 34, H, carries 0.472; number 35, O, carries -0.961; number 36, H, carries 0.487; number 37, H, carries 0.524; number 38, O, carries -1.023; number 39, H, carries 0.519; number 40, H, carries 0.521; number 41, O, carries -0.961; number 42, H, carries 0.509; number 43, H, carries 0.482; number 44, O, carries -0.991; number 45, H, carries 0.455; number 46, H, carries 0.468; number 47, O, carries -0.929; number 48, H, carries 0.486; number 49, H, carries 0.513; number 50, O, carries -0.992; number 51, H, carries 0.492; number 52, H, carries 0.489; number 53, O, carries -0.983; number 54, H, carries 0.492; number 55, H, carries 0.484; number 56, O, carries -0.948; number 57, H, carries 0.507; number 58, H, carries 0.488; number 59, O, carries -0.988

# 2
A 15-piece molecular cluster, C4H38NO15 overall at a distorted geometry, computed with ωB97M-V/def2-TZVPD.

Computed properties:
Total energy (a.u.): -1358.5844
Highest occupied orbital energy (eV): -6.48
Energy above the lowest of the compared OMol25 structures with the same formula, charge and spin (kcal/mol): 77.88
Charge: -1

Positions of all 58 atoms, in Å:
C -0.599 -3.690 -1.450
O 0.767 -3.794 -1.651
C -0.940 -2.669 -0.397
C -0.614 -1.216 -0.804
C -1.091 -0.046 0.076
N -0.281 1.208 -0.128
H -0.890 -3.482 -2.517
H -1.003 -4.674 -1.067
H -2.031 -2.640 -0.241
H -0.423 -3.076 0.503
H 0.508 -1.174 -0.740
H -0.743 -1.058 -1.868
H -0.910 -0.366 1.088
H -2.100 0.282 -0.167
H -0.177 1.326 -1.137
H 0.586 1.262 0.484
H 3.302 -0.776 0.377
H 2.093 0.117 0.787
O 2.404 -0.545 0.043
H 0.974 3.734 0.476
H 2.268 3.448 -0.439
O 1.929 3.813 0.389
H -1.716 2.055 -2.607
H -1.619 2.662 -1.291
O -2.288 2.578 -1.984
H 3.204 0.409 1.977
H -1.810 2.753 0.642
O 3.553 -0.251 2.666
H 3.727 1.429 -0.655
H 2.169 1.778 -0.640
O 3.002 1.850 -1.103
H -3.796 1.883 -1.292
H -4.277 1.888 0.230
O -4.323 1.416 -0.606
H 2.774 -0.151 3.226
H 1.621 2.119 1.923
O 1.577 1.167 1.848
H 3.188 -1.982 2.401
H 2.666 -2.403 1.069
O 2.840 -2.820 1.917
H 0.492 0.358 2.669
H 0.375 -0.980 3.598
O -0.099 -0.288 3.140
H 1.479 -1.612 -2.003
H 1.918 -1.403 -3.452
O 1.160 -1.289 -2.851
H -1.606 0.464 3.402
H -2.815 -0.111 2.692
O -2.550 0.260 3.535
H 1.198 0.443 -2.741
H 1.780 1.767 -3.501
O 1.108 1.393 -2.934
H -2.317 2.533 2.091
H 1.337 -3.623 -0.895
O -2.343 3.150 1.334
H -3.611 -1.601 -1.194
H -4.483 -0.423 -1.058
O -4.544 -1.403 -1.174

Taken from the natural (NBO) analysis, the atomic charges in e are: number 1, C, carries -0.048; number 2, O, carries -0.745; number 3, C, carries -0.432; number 4, C, carries -0.452; number 5, C, carries -0.255; number 6, N, carries -0.968; number 7, H, carries 0.184; number 8, H, carries 0.150; number 9, H, carries 0.200; number 10, H, carries 0.212; number 11, H, carries 0.214; number 12, H, carries 0.211; number 13, H, carries 0.225; number 14, H, carries 0.197; number 15, H, carries 0.362; number 16, H, carries 0.415; number 17, H, carries 0.460; number 18, H, carries 0.511; number 19, O, carries -1.036; number 20, H, carries 0.478; number 21, H, carries 0.493; number 22, O, carries -0.982; number 23, H, carries 0.486; number 24, H, carries 0.484; number 25, O, carries -0.958; number 26, H, carries 0.503; number 27, H, carries 0.481; number 28, O, carries -0.993; number 29, H, carries 0.479; number 30, H, carries 0.496; number 31, O, carries -0.964; number 32, H, carries 0.510; number 33, H, carries 0.495; number 34, O, carries -1.009; number 35, H, carries 0.484; number 36, H, carries 0.483; number 37, O, carries -1.237; number 38, H, carries 0.494; number 39, H, carries 0.462; number 40, O, carries -0.996; number 41, H, carries 0.518; number 42, H, carries 0.479; number 43, O, carries -1.029; number 44, H, carries 0.501; number 45, H, carries 0.473; number 46, O, carries -0.943; number 47, H, carries 0.496; number 48, H, carries 0.461; number 49, O, carries -0.982; number 50, H, carries 0.508; number 51, H, carries 0.478; number 52, O, carries -1.015; number 53, H, carries 0.485; number 54, H, carries 0.468; number 55, O, carries -0.980; number 56, H, carries 0.452; number 57, H, carries 0.500; number 58, O, carries -0.966

# 3
A 15-piece molecular cluster, C4H38NO16 overall at a distorted geometry, computed with ωB97M-V/def2-TZVPD.

Computed properties:
Total energy (a.u.): -1433.8668
Highest occupied orbital energy (eV): -6.38
Energy above the lowest of the compared OMol25 structures with the same formula, charge and spin (kcal/mol): 59.96
Charge: -1

Positions of all 59 atoms, in Å:
C -1.437 0.099 -1.651
C -0.245 0.618 -2.459
C -0.121 2.153 -2.664
O -0.379 0.055 -3.820
N -1.108 0.441 -0.285
C -0.585 -0.653 0.554
O -1.587 -1.278 1.302
H -1.507 -0.972 -1.881
H -2.368 0.458 -2.099
H 0.676 0.142 -2.131
H 0.831 2.531 -2.317
H -0.102 2.143 -3.754
H -1.011 2.672 -2.319
H -1.288 0.043 -4.132
H -1.886 0.888 0.187
H 0.154 -0.281 1.269
H -0.172 -1.276 -0.238
H 2.807 0.962 -3.935
H 1.816 2.094 -3.852
O 2.689 1.843 -3.562
H -1.108 1.596 3.246
H -1.508 0.128 2.718
O -1.294 0.687 3.481
H 1.017 4.375 0.038
H 1.638 4.080 1.314
O 1.902 4.353 0.425
H -0.822 -1.548 2.642
H -0.537 -1.121 4.138
O -0.316 -1.794 3.488
H 2.600 2.650 0.023
H 3.130 1.895 -1.216
O 2.863 1.770 -0.298
H 2.007 -1.390 -3.816
H 2.481 -1.829 -2.417
O 2.690 -1.886 -3.357
H 2.172 -2.279 0.687
H 1.891 -3.532 -0.283
O 1.839 -2.584 -0.167
H -3.007 -0.704 1.415
H -4.112 -0.169 0.376
O -3.832 -0.106 1.291
H 1.688 -3.582 2.363
H 1.197 -2.371 3.222
O 2.006 -2.844 2.887
H -0.665 2.348 1.031
H 0.572 2.159 1.966
O -0.028 2.816 1.584
H 1.682 0.052 2.670
H 2.521 0.933 1.665
O 2.264 0.810 2.585
H -2.757 2.001 2.940
H -3.491 1.410 1.970
O -3.428 2.342 2.319
H -0.810 -3.189 -1.171
H -1.131 -4.306 -2.237
O -0.591 -3.537 -2.057
H -0.744 -3.826 1.162
H -1.710 -2.761 0.647
O -1.448 -3.730 0.514

Taken from the natural (NBO) analysis, the atomic charges in e are: number 1, C, carries -0.260; number 2, C, carries 0.110; number 3, C, carries -0.665; number 4, O, carries -0.778; number 5, N, carries -0.698; number 6, C, carries 0.100; number 7, O, carries -0.962; number 8, H, carries 0.209; number 9, H, carries 0.181; number 10, H, carries 0.195; number 11, H, carries 0.230; number 12, H, carries 0.211; number 13, H, carries 0.213; number 14, H, carries 0.460; number 15, H, carries 0.370; number 16, H, carries 0.131; number 17, H, carries 0.168; number 18, H, carries 0.480; number 19, H, carries 0.475; number 20, O, carries -0.953; number 21, H, carries 0.485; number 22, H, carries 0.496; number 23, O, carries -0.993; number 24, H, carries 0.481; number 25, H, carries 0.490; number 26, O, carries -0.953; number 27, H, carries 0.503; number 28, H, carries 0.494; number 29, O, carries -1.026; number 30, H, carries 0.495; number 31, H, carries 0.492; number 32, O, carries -1.005; number 33, H, carries 0.471; number 34, H, carries 0.494; number 35, O, carries -0.964; number 36, H, carries 0.502; number 37, H, carries 0.481; number 38, O, carries -0.982; number 39, H, carries 0.517; number 40, H, carries 0.468; number 41, O, carries -1.016; number 42, H, carries 0.452; number 43, H, carries 0.507; number 44, O, carries -1.002; number 45, H, carries 0.497; number 46, H, carries 0.495; number 47, O, carries -1.000; number 48, H, carries 0.485; number 49, H, carries 0.500; number 50, O, carries -0.978; number 51, H, carries 0.451; number 52, H, carries 0.489; number 53, O, carries -0.990; number 54, H, carries 0.499; number 55, H, carries 0.464; number 56, O, carries -0.983; number 57, H, carries 0.463; number 58, H, carries 0.508; number 59, O, carries -1.003

Among the records above, which one has the highest total energy?
C4H38NO15

Which of these has the highest charge?
C4H38N2O15

Number 2 is which compound?
C4H38NO15